Here is a 2-piece molecular cluster, C4H14N3O overall at a distorted geometry from the Open Molecules 2025 dataset. Energies are from ωB97M-V/def2-TZVPD.

Results
spin multiplicity: 2
E_LUMO (alpha / beta): 0.92 / 0.86 eV
HOMO energy (alpha / beta): -3.695 / -8.340 eV
frontier orbital gap (alpha / beta): 4.61 / 9.20 eV

Element x y z (Å)
C (0.7717, -1.1607, -2.6737)
N (0.9373, -1.9110, -1.4505)
C (0.1663, -1.7892, -0.3330)
N (0.5207, -2.2941, 0.9041)
H (0.9305, -1.8252, -3.5252)
H (1.4870, -0.3386, -2.7495)
H (-0.2270, -0.7262, -2.7077)
H (1.7587, -2.4855, -1.3540)
H (-0.7803, -1.3112, -0.5126)
H (1.3468, -2.8357, 1.0561)
H (-0.1206, -2.1408, 1.6574)
C (-0.7166, 1.4841, 0.1294)
O (0.4327, 0.8365, -0.4252)
C (-0.4468, 1.9924, 1.5426)
N (-1.7133, 2.4518, 2.1293)
H (-1.0198, 2.2997, -0.5420)
H (-1.5412, 0.7685, 0.2137)
H (1.1664, 1.2336, 0.0580)
H (-0.0688, 1.1876, 2.1734)
H (0.3034, 2.7977, 1.5260)
H (-1.9517, 3.3980, 1.8509)
H (-1.5482, 2.5471, 3.1279)



Here is a 2-piece molecular cluster, C4H14N3O overall at a distorted geometry from the Open Molecules 2025 dataset. Energies are from ωB97M-V/def2-TZVPD.

Results
charge: +1
spin multiplicity: 1
E_LUMO: -3.29 eV
HOMO energy: -12.344 eV
frontier orbital gap: 9.05 eV

Element x y z (Å)
C (-1.0543, -0.5867, -1.8955)
C (-0.5035, -1.1999, -0.5364)
C (0.5866, -0.4559, 0.1122)
C (1.9115, -0.7681, -0.0978)
N (2.9405, -0.2124, 0.5613)
N (0.1822, 0.6916, 0.9757)
N (-0.6253, 0.7748, -2.0658)
H (-2.1999, -0.6837, -1.9391)
H (-0.7932, -1.3091, -2.6877)
H (-0.4895, -2.2811, -0.7643)
H (-1.4607, -0.9955, 0.0639)
H (2.0617, -1.5322, -0.8784)
H (2.9229, 0.5964, 1.1859)
H (3.8879, -0.5062, 0.4010)
H (-0.7693, 0.4981, 1.3426)
H (0.2395, 1.4901, 0.3665)
H (0.8320, 0.6789, 1.7965)
H (-0.7662, 1.0562, -3.0302)
H (0.3719, 0.8159, -1.8702)
H (-3.0937, 1.7680, 3.0437)
H (-1.8890, 0.7531, 3.2469)
O (-2.2922, 1.4077, 2.6692)



Here is a 2-piece molecular cluster, C4H14N3O overall at a distorted geometry from the Open Molecules 2025 dataset. Energies are from ωB97M-V/def2-TZVPD.

Results
charge: +1
spin multiplicity: 1
E_LUMO: -3.39 eV
HOMO energy: -12.612 eV
frontier orbital gap: 9.22 eV

Element x y z (Å)
C (-1.8571, -1.0582, 0.8257)
C (-0.6610, -0.5472, 1.6502)
C (0.3857, 0.1073, 0.8311)
C (1.7037, -0.0839, 0.7920)
N (2.5855, 0.5272, -0.0863)
N (-0.1651, 1.2536, 0.0260)
N (-1.3475, -1.9059, -0.2426)
H (-2.4631, -0.2075, 0.4589)
H (-2.5647, -1.6091, 1.4310)
H (-0.2505, -1.3473, 2.2647)
H (-1.0942, 0.1258, 2.4061)
H (2.0744, -0.8450, 1.4576)
H (2.6099, 1.5095, -0.2663)
H (3.3018, -0.0925, -0.4012)
H (-1.1795, 1.3128, 0.1319)
H (-0.0257, 1.1431, -1.0037)
H (0.2156, 2.1193, 0.3989)
H (-1.9978, -2.4013, -0.8354)
H (-0.7567, -1.3686, -0.8653)
H (0.8977, 0.5394, -3.3416)
H (0.3509, 1.8891, -2.8702)
O (0.2378, 0.9395, -2.7616)



Here is a 2-piece molecular cluster, C4H14N3S overall at a distorted geometry from the Open Molecules 2025 dataset. Energies are from ωB97M-V/def2-TZVPD.

Results
charge: +1
spin multiplicity: 1
E_LUMO: -3.11 eV
HOMO energy: -10.871 eV
frontier orbital gap: 7.76 eV

Element x y z (Å)
C (3.0552, -0.2041, 0.3359)
C (1.7475, 1.3845, 1.7324)
N (2.7541, 1.1093, 0.9049)
N (0.7720, 0.5057, 1.9121)
N (1.5898, 2.6129, 2.1604)
H (3.5699, 1.6989, 0.9013)
H (0.8608, -0.4793, 1.7314)
H (-0.0166, 0.8042, 2.4619)
H (2.2144, 3.3246, 1.8182)
H (0.6435, 2.9337, 2.3028)
H (2.2288, -0.8822, 0.2530)
H (3.7787, -0.7037, 0.9603)
H (3.3912, -0.0801, -0.6841)
C (-3.0907, -1.8302, -0.6167)
C (-2.7666, -0.8198, -3.1652)
S (-1.9020, -0.8309, -1.5411)
H (-2.5788, -2.4692, 0.1017)
H (-3.7112, -1.1945, -0.0033)
H (-3.7039, -2.4939, -1.2188)
H (-3.3805, 0.0558, -3.1452)
H (-3.3973, -1.6976, -3.2246)
H (-2.0586, -0.7443, -3.9773)



Here is a 2-piece molecular cluster, C4H14N3S overall at a distorted geometry from the Open Molecules 2025 dataset. Energies are from ωB97M-V/def2-TZVPD.

Results
charge: +1
spin multiplicity: 1
E_LUMO: -4.05 eV
HOMO energy: -11.818 eV
frontier orbital gap: 7.77 eV

Element x y z (Å)
C (-1.8499, 0.2172, -1.2096)
N (-1.0329, 1.4295, -1.0494)
C (-1.4944, 2.5966, -1.6198)
N (-0.7156, 3.5236, -1.9869)
H (-1.6739, -0.4707, -0.3835)
H (-2.8852, 0.5432, -1.1165)
H (-1.6878, -0.2850, -2.1640)
H (-0.0561, 1.2138, -1.1842)
H (-2.5834, 2.6732, -1.6277)
H (-1.2511, 4.3433, -2.2505)
C (1.7090, -1.6071, 1.6941)
C (0.3316, -1.1547, 1.2198)
S (-0.9320, -1.6005, 2.4580)
N (2.6899, -1.4139, 0.5550)
H (1.7337, -2.6639, 1.9460)
H (2.0997, -0.9874, 2.4950)
H (0.0967, -1.6164, 0.2578)
H (0.3361, -0.0747, 1.0638)
H (-1.7109, -0.5636, 2.1231)
H (3.5935, -1.8280, 0.7489)
H (2.8840, -0.4289, 0.3553)
H (2.3988, -1.8455, -0.3245)



Here is a 2-piece molecular cluster, C4H14N4 overall from the Open Molecules 2025 dataset. Energies are from ωB97M-V/def2-TZVPD.

Results
spin multiplicity: 1
structure (SMILES): [H]/N=C(/C)N.CC(N)N
E_LUMO: 0.83 eV
HOMO energy: -8.812 eV
frontier orbital gap: 9.64 eV

Element x y z (Å)
C (1.6468, -0.3140, -0.4851)
C (1.9507, -0.4146, 1.0109)
N (0.7411, 0.7986, -0.6982)
N (0.9811, -1.5295, -0.9102)
H (2.6125, -0.1626, -1.0324)
H (1.6109, -2.3218, -0.8514)
H (0.3297, 0.7636, -1.6196)
H (1.2416, 1.6814, -0.6038)
H (0.6417, -1.4508, -1.8619)
H (1.0174, -0.5526, 1.5526)
H (2.6084, -1.2626, 1.2093)
H (2.4361, 0.4988, 1.3550)
C (-1.7647, -0.7757, 0.6635)
C (-1.9208, 0.5516, -0.0096)
N (-1.6813, 1.6533, 0.7890)
N (-2.3142, 0.5934, -1.2106)
H (-1.0684, 1.5104, 1.5667)
H (-1.5097, 2.5214, 0.2969)
H (-2.3934, 1.5355, -1.5901)
H (-2.6054, -1.4123, 0.4052)
H (-0.8564, -1.2460, 0.2861)
H (-1.7038, -0.6654, 1.7376)



Here is a 2-piece molecular cluster, C4H14N4 overall from the Open Molecules 2025 dataset. Energies are from ωB97M-V/def2-TZVPD.

Results
spin multiplicity: 1
structure (SMILES): [H]/N=C(/N)N(C)N.CC
E_LUMO: 0.80 eV
HOMO energy: -8.672 eV
frontier orbital gap: 9.47 eV

Element x y z (Å)
C (-0.7017, -2.1280, -0.1161)
N (-1.2611, -0.9243, 0.4563)
C (-1.6802, 0.1233, -0.3670)
N (-0.8046, -0.5628, 1.7398)
N (-2.1565, 1.1996, 0.3284)
N (-1.7387, 0.1253, -1.6347)
H (0.2168, -0.5634, 1.7781)
H (-1.1539, -1.2287, 2.4257)
H (-2.2699, 2.0350, -0.2186)
H (-1.8103, 1.2946, 1.2694)
H (-1.4173, -0.7188, -2.0899)
H (0.3177, -1.9821, -0.5010)
H (-1.3415, -2.4761, -0.9250)
H (-0.6798, -2.9011, 0.6543)
C (2.6025, 0.5565, -0.3382)
C (1.5153, 1.6210, -0.3607)
H (3.4317, 0.8640, 0.2960)
H (2.9857, 0.3808, -1.3408)
H (2.2157, -0.3866, 0.0446)
H (1.1357, 1.8046, 0.6426)
H (1.9095, 2.5558, -0.7516)
H (0.6849, 1.3115, -0.9915)



Here is a 2-piece molecular cluster, C4H14N4O overall at a distorted geometry from the Open Molecules 2025 dataset. Energies are from ωB97M-V/def2-TZVPD.

Results
spin multiplicity: 1
structure (SMILES): [H]/N=C(\N)[C@@H](O)CC.NN
E_LUMO: 0.87 eV
HOMO energy: -8.185 eV
frontier orbital gap: 9.06 eV

Element x y z (Å)
C (-0.8061, 0.2812, -1.1881)
C (-0.9197, 1.7442, -0.8420)
N (-1.3365, -0.7209, 1.5439)
N (-1.3352, -2.1027, 1.1578)
H (-1.9414, -0.5550, 2.3501)
H (-1.0604, -2.7257, 1.9209)
H (-2.2611, -2.3773, 0.8347)
H (-0.9099, 0.1209, -2.2599)
H (-1.5684, -0.3181, -0.7013)
H (-0.9938, 1.9237, 0.2342)
H (-0.0457, 2.3100, -1.1725)
H (-1.7685, 2.2007, -1.3539)
C (1.5082, 0.2610, 0.0299)
N (1.1854, 0.1002, 1.2751)
N (2.3841, 1.2268, -0.3969)
C (0.7905, -0.4859, -1.0227)
O (0.6728, -1.8481, -0.8054)
H (0.0238, -2.0074, -0.0793)
H (1.6725, 0.7037, 1.9301)
H (-0.2280, -0.3359, 1.5597)
H (2.7907, 1.1668, -1.3145)
H (2.8609, 1.7876, 0.2885)
H (1.2857, -0.3498, -1.9886)



Here is a 2-piece molecular cluster, C4H14NO overall at a distorted geometry from the Open Molecules 2025 dataset. Energies are from ωB97M-V/def2-TZVPD.

Results
spin multiplicity: 2
E_LUMO (alpha / beta): 0.68 / 0.45 eV
HOMO energy (alpha / beta): -2.999 / -11.977 eV
frontier orbital gap (alpha / beta): 3.68 / 12.43 eV

Element x y z (Å)
C (0.2773, -1.9455, 1.0264)
C (0.0703, -0.6515, 0.1936)
C (-0.3330, -0.7448, -1.2262)
C (-0.1791, 0.5232, -2.0569)
N (-0.7973, 0.2875, 1.0037)
H (0.5389, -2.7701, 0.3546)
H (-0.7144, -2.1929, 1.4239)
H (1.0620, -1.8279, 1.7491)
H (1.0828, -0.1605, 0.2975)
H (0.4960, -1.4059, -1.5860)
H (-1.1977, -1.3867, -1.3996)
H (-0.3817, 0.2612, -3.1157)
H (-0.9094, 1.2671, -1.7913)
H (0.8468, 0.9262, -2.0704)
H (-1.8022, 0.3562, 0.6049)
H (-1.1235, -0.1104, 1.9085)
H (-0.4704, 1.2788, 1.0755)
H (1.7601, 2.7120, 0.6422)
H (0.8045, 3.1350, 1.8114)
O (0.9700, 2.4490, 1.1547)



Here is a 2-piece molecular cluster, C4H14NO overall at a distorted geometry from the Open Molecules 2025 dataset. Energies are from ωB97M-V/def2-TZVPD.

Results
charge: +1
spin multiplicity: 1
E_LUMO: -2.93 eV
HOMO energy: -16.214 eV
frontier orbital gap: 13.28 eV

Element x y z (Å)
C (-0.4496, -1.1176, 1.2034)
C (0.6230, -0.0897, 0.8933)
N (0.5444, 0.3315, -0.5679)
C (1.4602, -0.4257, -1.4633)
C (0.5333, 1.1886, 1.7146)
H (-1.4364, -0.8942, 0.7850)
H (-0.7159, -1.0454, 2.2523)
H (-0.1267, -2.1257, 1.0678)
H (1.5513, -0.6211, 1.0198)
H (-0.4343, 0.2293, -0.8767)
H (0.7822, 1.3188, -0.6179)
H (1.0598, -1.4342, -1.5466)
H (1.5281, 0.0503, -2.4381)
H (2.4620, -0.4885, -1.0644)
H (0.1257, 0.9410, 2.6992)
H (-0.2489, 1.8075, 1.3281)
H (1.4668, 1.7229, 1.8577)
H (-2.9769, 0.6707, -1.3118)
H (-2.4019, -0.4464, -2.1148)
O (-2.2179, 0.1106, -1.3455)



Here is a 2-piece molecular cluster, C4H14NO2 overall at a distorted geometry from the Open Molecules 2025 dataset. Energies are from ωB97M-V/def2-TZVPD.

Results
spin multiplicity: 2
E_LUMO (alpha / beta): 0.85 / 0.55 eV
HOMO energy (alpha / beta): -3.012 / -10.932 eV
frontier orbital gap (alpha / beta): 3.86 / 11.48 eV

Element x y z (Å)
C (0.5861, 1.5903, -0.7244)
O (-0.3762, 1.2770, -1.7256)
C (0.8852, 0.3738, 0.1615)
C (0.3947, 0.6258, 1.5980)
C (0.8608, -0.4327, 2.5972)
N (0.2818, -0.8326, -0.4380)
H (1.5011, 1.9247, -1.2088)
H (0.2272, 2.4657, -0.1799)
H (-0.0701, 1.5750, -2.5957)
H (1.9636, 0.2522, 0.2184)
H (0.7664, 1.6148, 1.8632)
H (-0.6951, 0.6198, 1.5965)
H (0.3372, -0.3215, 3.5461)
H (0.7288, -1.4389, 2.2328)
H (1.9467, -0.3606, 2.7791)
H (-0.7472, -0.8516, -0.3925)
H (0.5774, -1.7475, 0.0187)
H (0.5353, -0.9494, -1.4353)
H (-2.2239, -2.7742, -0.7056)
H (-3.0197, -1.7097, -1.5386)
O (-2.1464, -1.9392, -1.1982)



Here is a 3-piece molecular cluster, C4H14NO2 overall at a distorted geometry from the Open Molecules 2025 dataset. Energies are from ωB97M-V/def2-TZVPD.

Results
charge: +1
spin multiplicity: 1
E_LUMO: -8.99 eV
HOMO energy: -15.713 eV
frontier orbital gap: 6.72 eV

Element x y z (Å)
O (-2.0443, -0.3028, 1.6202)
C (-1.9235, -0.1744, 0.2819)
C (-0.8120, 0.8557, -0.3602)
N (0.4472, 0.5592, 0.1729)
C (4.0600, 0.5358, -0.8991)
C (-0.8892, 0.5831, -1.8813)
H (-1.4309, -0.9685, 1.9895)
H (-2.8264, 0.2674, -0.1679)
H (-1.7290, -1.1418, -0.1774)
H (-1.1808, 1.8893, -0.2016)
H (0.8177, 1.4668, 0.4924)
H (4.4338, 1.1139, -1.7488)
H (4.5871, 0.8701, -0.0066)
H (4.1729, -0.5116, -1.1304)
H (2.9854, 0.7340, -0.9646)
H (-1.8952, 0.3816, -2.2776)
H (-0.4161, 1.3229, -2.5096)
H (-0.3501, -0.3518, -2.0743)
H (0.9874, -2.3659, 1.2883)
H (0.4393, -0.8600, 0.8936)
O (0.2224, -1.7877, 1.2105)